Here is a molecular structure, C12H22BIrN2O7P2 at a distorted geometry from OMol25. Energies are from ωB97M-V with the def2-TZVPD basis set.

```
47
Properties=species:S:1:pos:R:3:forces:R:3
Ir -0.012324 -0.458900 -0.663470 1.7 -2.2 1.2
C 3.022470 -1.098427 -1.974792 -0.2 -0.3 -0.5
N 2.428154 -0.425626 -0.818966 -2.2 0.5 0.2
C 2.689634 1.019697 -0.857193 0.1 0.5 -0.1
C 2.926828 -1.025354 0.424958 0.1 -0.2 0.3
C 2.005613 -0.722284 1.550278 0.2 0.1 -0.3
C 2.429639 -0.192993 2.758913 -0.1 -0.3 0.2
C 1.513525 0.017996 3.779699 0.0 0.0 0.1
C 0.172352 -0.285295 3.599063 0.3 -0.5 0.1
C -0.254835 -0.830954 2.396508 -0.5 0.0 -0.3
C 0.656629 -0.980698 1.369938 -1.0 1.1 -1.4
H 4.110264 -0.978815 -1.964074 -0.1 0.1 0.1
H 2.634164 -0.676025 -2.898612 0.0 0.1 0.0
H 2.788560 -2.159923 -1.948780 0.0 0.0 0.0
H 3.766293 1.216551 -0.840041 0.0 -0.1 0.0
H 2.223079 1.504688 -0.000634 0.0 -0.1 0.1
H 2.266383 1.444266 -1.764679 0.0 -0.1 0.0
H 3.943443 -0.683497 0.643664 0.0 0.1 -0.2
H 2.958032 -2.107255 0.283162 0.0 0.0 0.0
H 3.472901 0.054360 2.902920 0.1 -0.1 0.0
H 1.856515 0.380880 4.738707 0.0 0.2 0.0
H -0.536572 -0.112692 4.396174 0.0 -0.1 0.0
H -1.293699 -1.103401 2.263439 -0.1 0.2 -0.1
C -3.348269 3.231068 0.122006 0.0 -0.1 0.0
C -2.641345 2.245215 -0.793180 0.4 -0.4 -0.1
O -2.996794 2.447192 -2.159417 -0.1 0.1 0.0
P -3.193668 0.524379 -0.483744 -1.1 0.1 0.5
O -4.595665 0.401089 -1.194399 0.3 0.1 0.0
O -3.555957 0.427192 1.051396 0.1 0.0 -0.2
O -2.268147 -0.571735 -0.917519 2.2 -0.1 0.1
P -0.820479 2.201932 -0.616400 0.2 1.3 0.1
O -0.327586 3.709123 -0.711975 -0.2 -0.2 0.0
O -0.439495 1.517949 0.668878 0.1 -1.1 -0.5
O -0.252389 1.474812 -1.817042 0.1 -0.8 -0.2
H -4.422764 3.053605 0.083018 0.0 0.1 0.1
H -3.157564 4.248820 -0.215669 0.1 0.0 0.0
H -3.007917 3.105716 1.149874 -0.1 0.0 0.0
H -2.201865 2.568403 -2.695901 -0.1 -0.1 -0.1
H -4.638755 0.864577 -2.046697 0.0 -0.1 -0.1
H -4.098859 -0.346720 1.265888 0.0 0.0 0.1
H -0.467911 4.246246 0.079714 0.0 0.0 0.0
B 0.112566 -5.025159 -1.339419 -0.5 -0.9 -0.3
C 0.114480 -3.509263 -1.394869 -0.1 0.2 0.0
N 0.201796 -2.345527 -1.401436 -0.4 2.2 0.9
H 0.520461 -5.311452 -0.245468 0.5 0.0 0.1
H -0.979708 -5.509403 -1.462588 -0.4 0.5 0.1
H 0.698784 -5.444360 -2.301229 0.6 0.1 0.1
```
Positions in Å, forces in eV/Å.

Frontier orbital gap (spin up / spin down): 6.7 / 5.7 eV
2S+1: 2
Energy relative to the best compared isomer or geometry (same formula, charge and spin): 61.0 kcal per mole
Total charge: +1
LUMO (spin up / spin down): -0.1948 / -0.2321 Eh

***

Here is a molecular structure, C32H48CaN2O30 at a distorted geometry from OMol25. Energies are from ωB97M-V with the def2-TZVPD basis set.

```
113
Properties=species:S:1:pos:R:3:forces:R:3
Ca -0.364271 0.702685 -3.311107 0.4 -0.8 1.2
N 0.163286 0.961672 -0.430163 -0.8 -0.3 -0.5
O -0.966972 1.303892 -0.882663 -0.1 0.5 0.1
O 0.895870 0.369618 -1.259805 0.8 0.0 0.2
O 0.481409 1.169443 0.729441 0.2 -0.1 -0.1
N 2.146722 -0.342852 -4.268163 0.3 -0.1 -0.1
O 1.186086 -1.132374 -4.066790 -0.6 -0.2 0.0
O 3.221434 -0.715289 -4.685706 -0.4 0.1 0.3
O 1.914705 0.872484 -3.994522 -0.1 0.7 -0.2
C 3.100740 3.497050 1.882206 -0.3 -0.7 0.1
C 2.507446 3.101605 3.223089 -0.1 0.6 -0.5
C 2.242304 1.610211 3.455712 -0.4 0.4 -0.1
O 2.808328 1.361543 4.732495 0.0 -0.2 0.0
C 3.465149 2.470319 5.189507 0.0 -0.7 0.1
O 4.033441 2.497970 6.228858 0.1 0.1 0.1
O 3.377628 3.457785 4.304623 0.1 0.3 -0.1
H 3.156090 4.574361 1.759593 0.1 0.0 0.1
H 2.414200 3.093538 1.131838 0.0 0.2 -0.1
H 4.073882 3.031290 1.721796 0.1 0.1 0.1
H 1.592251 3.684986 3.339814 -0.1 -0.1 0.2
H 2.651351 0.956824 2.683897 0.3 0.1 0.1
H 1.167929 1.426652 3.493254 0.0 -0.1 0.1
C -2.344322 -1.341939 1.291790 -0.4 0.0 0.0
C -2.269225 -0.976938 2.760256 0.8 -0.3 -0.6
C -1.708363 0.404569 3.084390 0.5 -0.5 -0.3
O -2.493968 0.803931 4.200183 -0.1 0.4 -0.2
C -3.622087 0.060568 4.247028 -0.2 -0.1 -0.1
O -4.555736 0.278988 4.942394 0.0 0.1 0.1
O -3.550567 -0.973572 3.372643 0.0 0.1 0.1
H -3.116952 -0.799801 0.739801 0.1 0.4 0.2
H -2.611540 -2.397445 1.206592 0.3 -0.1 0.0
H -1.372721 -1.158639 0.831934 0.0 -0.1 -0.1
H -1.617661 -1.727640 3.219476 -0.3 -0.1 0.3
H -1.719746 1.084980 2.227866 -0.6 0.2 0.2
H -0.659900 0.340042 3.371350 -0.1 0.0 0.2
C -3.298982 4.030030 -0.225114 0.3 -0.1 -0.3
C -2.664503 4.678042 0.977250 -0.5 0.5 0.1
C -1.545287 3.872381 1.622653 -0.3 0.0 -0.3
O -0.543038 4.842896 1.897181 0.2 0.1 0.2
C -0.811170 5.994517 1.238995 -0.3 -0.2 -0.2
O -0.106755 6.945456 1.237809 0.0 0.1 -0.1
O -1.996560 5.889849 0.574699 0.4 -0.1 0.2
H -4.041172 4.660362 -0.714915 0.0 0.2 0.2
H -3.778568 3.081111 0.009482 0.1 0.0 0.2
H -2.500492 3.829644 -0.943286 -0.1 -0.1 -0.1
H -3.416546 4.972568 1.715696 0.0 -0.1 0.0
H -1.157315 3.140248 0.911434 0.1 -0.1 0.2
H -1.877107 3.422193 2.555883 0.2 -0.1 0.0
C -6.424762 0.074173 -4.300280 -0.8 0.0 0.0
C -5.861261 1.438663 -3.967434 -0.6 -0.9 0.8
C -5.871611 1.768891 -2.464475 0.0 0.6 -0.1
O -4.480496 1.869014 -2.106600 0.2 -0.1 0.2
C -3.729800 1.711196 -3.176075 -0.5 -0.8 -1.1
O -2.530490 1.755997 -3.236181 0.4 0.2 0.2
O -4.462574 1.402204 -4.265330 0.2 0.9 0.0
H -7.511312 0.038363 -4.165064 0.1 0.3 0.1
H -6.031043 -0.701626 -3.644782 0.4 0.0 -0.1
H -6.266989 -0.158221 -5.352509 0.3 -0.1 0.1
H -6.428629 2.214584 -4.480340 0.6 0.1 -0.5
H -6.368756 1.014599 -1.860268 0.2 0.0 0.1
H -6.287029 2.757727 -2.279002 -0.2 -0.1 0.1
C 4.251301 -1.782386 2.569941 0.2 -0.7 -0.1
C 2.987203 -2.357968 3.177846 0.1 0.8 1.0
C 1.660066 -1.673890 2.802827 0.8 0.3 -0.5
O 0.802030 -2.771352 2.515129 -0.8 0.4 0.0
C 1.496625 -3.915173 2.438992 1.2 -0.4 0.2
O 1.062458 -4.974206 2.118938 -0.4 0.0 -0.1
O 2.791301 -3.709714 2.770013 -0.4 -0.1 -0.2
H 4.263826 -0.695755 2.532272 -0.3 0.0 -0.2
H 4.381034 -2.262363 1.597602 0.0 0.5 -0.2
H 5.141703 -2.064600 3.133451 -0.2 -0.1 0.2
H 3.075733 -2.358149 4.268582 0.0 -0.1 0.0
H 1.757623 -1.021650 1.926892 0.0 -0.3 -0.2
H 1.258019 -1.023968 3.577592 -0.1 -0.4 0.3
C 1.470945 -3.364915 -0.981122 0.1 0.6 0.2
C 2.706542 -4.102517 -1.460473 -0.8 0.2 0.2
C 3.452018 -3.431639 -2.619500 0.5 0.3 0.1
O 4.782466 -3.246610 -2.103621 0.1 -0.3 0.0
C 4.872406 -3.721098 -0.842411 0.0 0.2 -0.5
O 5.870576 -3.729876 -0.199655 0.2 0.1 0.2
O 3.674894 -4.139626 -0.413849 -0.1 -0.4 0.3
H 1.667441 -2.313048 -0.741831 0.2 0.0 -0.4
H 1.078775 -3.755599 -0.041212 -0.1 -0.5 -0.4
H 0.728057 -3.404070 -1.778121 -0.2 0.1 0.2
H 2.382779 -5.117957 -1.699153 0.4 -0.1 0.0
H 3.065303 -2.445872 -2.868039 -0.2 -0.1 0.0
H 3.547291 -4.026161 -3.525335 -0.2 -0.1 0.0
C 4.501425 -0.464727 -0.639894 0.5 -0.5 -0.2
C 4.820046 0.654410 -1.601676 0.0 0.0 0.4
C 3.957774 1.891365 -1.412710 -0.7 -0.8 0.5
O 4.848119 2.965596 -1.634466 -0.4 0.4 -0.2
C 6.108163 2.531686 -1.427538 0.2 -0.3 0.0
O 7.057227 3.242592 -1.383430 0.1 0.0 0.0
O 6.126617 1.185375 -1.274357 0.0 0.2 -0.2
H 5.313244 -1.196458 -0.628275 0.1 0.2 -0.1
H 3.618516 -1.034304 -0.936646 -0.2 0.4 0.1
H 4.411222 -0.082032 0.373146 -0.2 0.1 0.0
H 4.842858 0.318056 -2.639819 0.0 0.0 0.0
H 3.566990 1.927385 -0.389468 0.3 0.1 0.1
H 3.066650 1.884024 -2.030586 0.3 0.4 -0.6
C -5.376069 -3.610814 -2.234330 -0.1 0.4 -0.8
C -4.272419 -3.097129 -1.340630 -0.4 -0.2 0.2
C -3.080637 -4.051314 -1.185487 -0.4 0.0 -0.3
O -1.952788 -3.270996 -1.580741 0.1 0.1 0.0
C -2.343547 -2.072307 -2.000577 0.0 -0.2 0.4
O -1.575258 -1.229161 -2.365906 0.0 0.5 -0.6
O -3.670545 -1.920378 -1.930713 0.1 0.1 0.0
H -5.033501 -3.644497 -3.273613 0.2 -0.2 0.1
H -6.227806 -2.929156 -2.247480 0.0 0.0 0.2
H -5.737349 -4.603380 -1.972304 0.1 0.0 0.3
H -4.696125 -2.802314 -0.379283 0.2 0.1 0.0
H -3.191751 -4.879351 -1.885907 0.2 -0.1 0.2
H -2.943444 -4.397389 -0.165403 0.1 -0.1 0.0
```
Positions in Å, forces in eV/Å.

Frontier orbital gap: 9.5 eV
Energy relative to the best compared isomer or geometry (same formula, charge and spin): 0.0 kcal per mole
LUMO: -0.0332 Eh

***

Here is a molecular structure, C20H43N2P3PtS at a distorted geometry from OMol25. Energies are from ωB97M-V with the def2-TZVPD basis set.

```
70
Properties=species:S:1:pos:R:3:forces:R:3
Pt -0.166180 0.766752 -0.240823 0.8 -0.1 -2.4
P -1.015439 -0.700880 -2.147829 -0.9 -1.1 -1.4
P 1.920275 -0.220502 -0.648257 1.3 -1.5 0.6
P -2.228652 0.957100 0.468597 -2.6 -0.5 1.8
H 0.431837 4.948521 0.171842 -0.8 -0.4 0.6
C -0.312960 4.421760 0.811207 0.0 1.4 0.7
C -0.032224 4.208886 2.112839 -0.3 1.2 -0.2
H 0.867756 4.672837 2.541593 -0.3 -0.5 -0.4
C -1.253901 0.271504 -3.667256 0.2 0.3 0.5
C -0.209899 -2.185823 -2.863352 0.7 0.1 0.3
C -2.633331 -1.536007 -2.005955 -0.2 0.3 0.5
C 3.337187 0.135020 0.443359 0.2 0.4 0.1
C 1.913532 -2.043030 -0.531517 -0.2 -0.3 0.0
C 2.498993 0.229127 -2.312917 -0.2 0.1 -0.1
C -2.344191 2.098917 1.849952 0.3 -0.1 0.3
C -2.828835 -0.586500 1.257402 0.1 0.0 -0.3
C -3.380647 1.669416 -0.764152 0.2 -0.3 -0.2
H -1.336872 4.400899 0.411242 0.5 -0.5 0.0
H -0.708246 3.782423 2.873879 0.3 0.4 -0.6
H -1.647204 -0.369489 -4.471503 0.1 0.3 0.3
H -0.273469 0.674381 -3.937043 -0.2 0.1 -0.3
H -1.943623 1.088198 -3.438115 0.1 0.0 -0.3
H -0.760366 -2.533237 -3.750434 0.1 0.3 0.3
H -0.180345 -2.985748 -2.117206 0.1 0.2 -0.3
H 0.797684 -1.905238 -3.159338 0.1 -0.4 -0.2
H -2.904926 -1.973398 -2.978495 0.2 0.2 0.3
H -3.382032 -0.808671 -1.711326 -0.3 -0.4 0.0
H -2.552068 -2.327484 -1.249960 -0.3 0.3 -0.5
H 3.987927 -0.745693 0.493398 -0.1 0.2 -0.2
H 3.020262 0.381361 1.462132 0.1 -0.2 -0.2
H 3.894218 0.979819 0.027075 0.0 -0.1 0.2
H 2.190324 -2.482614 -1.496848 -0.1 0.0 0.2
H 0.926720 -2.407877 -0.212387 0.5 0.1 -0.2
H 2.669122 -2.341267 0.206886 -0.3 0.1 -0.2
H 3.516612 -0.159430 -2.436321 -0.1 0.0 0.1
H 2.513772 1.317317 -2.426087 0.1 -0.2 0.0
H 1.854399 -0.203197 -3.084856 0.2 0.2 0.1
H -3.396299 2.150480 2.149363 0.1 0.1 0.0
H -1.944985 3.079680 1.594135 -0.6 -0.4 0.1
H -1.743589 1.673885 2.667421 -0.3 0.2 -0.1
H -3.886375 -0.485982 1.547748 0.3 0.0 -0.1
H -2.221043 -0.727484 2.163198 -0.2 0.2 -0.2
H -2.679290 -1.468481 0.624677 -0.2 0.4 0.1
H -4.172233 2.208083 -0.219289 0.3 -0.1 -0.1
H -3.841477 0.912984 -1.412125 0.1 0.4 0.2
H -2.808625 2.376973 -1.380695 -0.3 0.0 0.1
C 2.688230 2.993143 2.029098 0.9 0.3 1.2
C 1.872415 2.618494 0.934648 -1.2 -0.6 0.3
C 2.081820 3.074746 -0.348825 0.6 0.3 -0.1
C 3.207353 3.877946 -0.623182 -0.4 -0.5 0.5
C 4.077234 4.184087 0.439487 0.7 0.2 0.9
C 3.822857 3.778550 1.753110 0.6 0.7 -0.9
S 2.336620 2.605218 3.688087 -0.1 -0.3 -1.0
H 3.426030 3.134856 4.304200 -0.1 0.0 -0.4
H 1.006345 1.957430 1.178759 0.6 0.6 -0.2
H 1.364309 2.873896 -1.147189 0.2 0.0 0.3
H 3.408632 4.252751 -1.627847 -0.1 -0.1 0.3
H 4.973345 4.774480 0.224787 -0.3 -0.1 0.2
H 4.440590 4.088567 2.600908 0.1 0.0 -0.6
C -2.475106 -5.568769 2.264045 -0.5 -0.2 0.4
N -1.447933 -5.399531 1.242798 0.1 -1.0 0.5
C -0.595071 -6.554072 0.953435 0.3 -0.7 -0.2
C -1.273930 -4.260852 0.629295 0.2 1.9 -1.1
N -1.128122 -3.234101 0.068356 -0.1 -2.0 1.3
H -2.463995 -6.610878 2.581263 -0.1 0.2 0.0
H -3.462628 -5.311106 1.870000 0.1 0.1 -0.2
H -2.282973 -4.923312 3.126297 0.2 0.1 -0.1
H -0.602666 -6.793256 -0.119452 -0.1 0.2 0.1
H 0.449698 -6.362176 1.237438 -0.2 0.2 0.0
H -0.974349 -7.404402 1.526626 0.1 0.2 -0.2
```
Positions in Å, forces in eV/Å.

Frontier orbital gap (spin up / spin down): 7.9 / 4.2 eV
2S+1: 5
Energy relative to the best compared isomer or geometry (same formula, charge and spin): 79.3 kcal per mole
Total charge: +4
LUMO (spin up / spin down): -0.3939 / -0.5622 Eh

***

Here is 2 unconnected molecules or ions with the total composition C6H10N2 at a distorted geometry from OMol25. Energies are from ωB97M-V with the def2-TZVPD basis set.

```
18
Properties=species:S:1:pos:R:3:forces:R:3
H 1.342096 -1.172962 -2.464071 0.0 -0.3 0.3
N 1.745456 -0.619412 -1.710691 0.2 0.5 -0.4
C 1.894836 -1.216602 -0.616471 -0.4 -1.2 -0.5
C 2.434816 -0.535372 0.511849 0.3 0.4 0.4
N 2.855156 -0.036212 1.452089 0.2 0.2 0.3
H 1.646846 -2.267672 -0.401481 0.0 0.3 -0.2
C -0.586494 1.442248 -0.782171 0.0 0.0 0.2
C -0.610694 0.747738 0.554259 0.0 0.1 -0.1
C -1.903844 0.250168 1.120489 -0.1 0.1 0.1
C -0.874984 -0.727122 0.632299 0.0 -0.1 0.1
H -0.818654 2.497478 -0.651991 0.0 0.1 -0.1
H 0.393346 1.356338 -1.246651 0.0 0.1 -0.1
H -1.327034 1.010818 -1.455191 -0.1 0.0 -0.1
H 0.108686 1.142968 1.260199 0.0 -0.1 0.1
H -2.070264 0.326538 2.183879 0.0 0.0 0.1
H -2.799214 0.373758 0.530279 0.0 0.0 -0.1
H -0.345134 -1.315192 1.367229 0.0 0.0 0.1
H -1.084914 -1.257512 -0.283851 0.0 0.0 -0.2
```
Positions in Å, forces in eV/Å.

Frontier orbital gap: 10.2 eV
Energy relative to the best compared isomer or geometry (same formula, charge and spin): 50.4 kcal per mole
LUMO: -0.0008 Eh
SMILES: [H]/N=C/C#N.CC1CC1